Entry 1:
This record from OMol25 describes a structure of composition C32H37IrN5OSSb. The level of theory is the ωB97M-V functional and the def2-TZVPD basis.

The expectation value of S² is 8.79. As for the HOMO energy (spin up / spin down): -8.07 / -11.10 eV. As for the LUMO energy (spin up / spin down): -2.89 / -4.90 eV. As for the spin multiplicity: 6. As for the total charge: +1. Its frontier orbital gap (spin up / spin down) is 5.18 / 6.20 eV. The calculation puts the total energy at -63483.0466 eV.

Cartesian coordinates (Å):
Ir  0.62136  0.00135  0.23606
S  0.82138  3.41244  7.11001
N  0.06161  2.06424  6.63700
C  0.34796  1.87727  5.36486
C  -0.12846  0.78964  4.54072
C  -0.91458  -0.24318  4.99971
C  -1.33521  -1.24889  4.11318
C  -0.97973  -1.14447  2.78676
N  -0.21651  -0.15550  2.31294
C  0.27856  0.80195  3.17127
C  1.16978  1.75850  2.66285
N  1.57803  1.65068  1.35264
C  2.41722  2.54800  0.83533
C  2.92805  3.60327  1.56192
C  2.53769  3.74443  2.90229
C  1.65916  2.84017  3.45723
C  1.20560  2.89222  4.82837
N  1.53590  3.81158  5.71204
H  -1.19291  -0.26846  6.04505
H  -1.93376  -2.08256  4.44773
H  -1.33032  -1.87091  2.06072
H  2.68443  2.40238  -0.20560
H  3.61204  4.29621  1.09564
H  2.91217  4.54799  3.52283
C  2.86668  1.86199  -4.76407
C  1.88924  0.69509  -4.71983
C  2.63138  -0.61762  -4.92182
Sb  0.67375  0.88753  -2.84384
C  -0.84533  -0.70813  -3.16845
C  -1.80322  -0.74963  -1.98771
C  -0.22550  -2.08116  -3.38209
C  -0.44624  2.64277  -3.59890
C  -1.92531  2.58854  -3.25063
C  0.20246  3.92069  -3.08286
H  3.37595  1.87915  -5.73113
H  3.63055  1.75446  -3.99070
H  2.37341  2.82558  -4.63872
H  1.12633  0.80885  -5.49402
H  3.29061  -0.84630  -4.08278
H  3.26554  -0.53040  -5.80895
H  1.96576  -1.45908  -5.08831
H  -1.38312  -0.39121  -4.06536
H  -1.24247  -0.99769  -1.06757
H  -2.55194  -1.53450  -2.12242
H  -2.30529  0.20087  -1.81992
H  0.33711  -2.39827  -2.50177
H  0.43226  -2.10833  -4.24515
H  -1.01332  -2.81971  -3.55517
H  -0.32317  2.55961  -4.68162
H  -2.07326  2.56961  -2.17065
H  -2.42052  1.72032  -3.68702
H  -2.42235  3.48379  -3.63660
H  0.04902  4.01072  -2.00570
H  -0.24771  4.79317  -3.56337
H  1.27463  3.95177  -3.27634
C  4.25366  -3.04121  0.08572
C  4.01574  -2.31793  -1.07735
C  2.83928  -1.60288  -1.21484
C  1.88022  -1.58672  -0.19498
C  2.10102  -2.39059  0.93731
C  3.28884  -3.09056  1.08184
H  5.18315  -3.58012  0.21364
H  4.74370  -2.31797  -1.87817
H  2.66482  -1.05802  -2.13191
H  1.34954  -2.48217  1.71401
H  3.44989  -3.69222  1.96657
O  -0.86100  1.72594  -0.23089
N  -1.30654  2.44077  0.79534
C  -2.25860  1.94030  1.60683
C  -2.65325  2.62253  2.73399
C  -2.09481  3.86097  3.01804
C  -1.17352  4.39333  2.12633
C  -0.79355  3.66391  1.02400
H  -2.65467  0.97928  1.32074
H  -3.40000  2.18819  3.38299
H  -2.36821  4.39485  3.91728
H  -0.74604  5.37295  2.28269
H  -0.04844  3.99672  0.31792



Entry 2:
This record from OMol25 describes a cluster of 2 separate species, C32H37N2 in total at a distorted geometry. The level of theory is the ωB97M-V functional and the def2-TZVPD basis.

As for the HOMO energy: -10.11 eV. As for the LUMO energy: -3.76 eV. As for the spin multiplicity: 1. As for the total charge: +1. Its frontier orbital gap is 6.35 eV. The calculation puts the total energy at -36756.7778 eV.

Cartesian coordinates (Å):
C  -2.62386  -1.70433  2.59390
C  -2.54902  -0.23391  2.09071
C  -1.09995  0.17650  2.21051
C  -0.34518  -0.90477  2.71489
N  0.92995  -0.85236  3.14307
C  1.69397  -2.06974  3.44761
C  3.16826  -1.63398  3.49149
C  3.20842  -0.11880  3.24363
C  1.77554  0.32218  2.91318
C  -1.18097  -2.16758  2.87326
H  -3.21968  -1.76294  3.51399
H  -3.13066  -2.35498  1.87863
H  -2.96236  -0.10434  1.07757
H  -3.16172  0.38988  2.75844
H  -0.86315  1.16649  2.65511
H  1.36955  -2.52899  4.39950
H  1.54444  -2.82500  2.65311
H  3.61723  -1.89696  4.45190
H  3.71764  -2.16968  2.71127
H  3.57589  0.41098  4.12293
H  3.86790  0.11525  2.40798
H  1.72393  0.62573  1.85371
H  1.44789  1.17996  3.52566
H  -1.11260  -2.67248  3.85774
H  -0.84945  -2.92893  2.14867
C  5.70643  0.77833  -2.62146
C  5.66626  -0.49132  -2.03148
C  4.46960  -1.20815  -2.00576
C  3.30953  -0.65675  -2.55631
C  2.04537  -1.47128  -2.53976
N  0.82826  -0.65674  -2.33341
C  -0.19126  -0.65739  -3.41556
C  -1.59976  -0.90505  -2.94589
C  -2.67841  -0.26431  -3.56888
C  -3.96148  -0.39935  -3.02659
C  -4.16918  -1.20306  -1.90191
C  -3.08864  -1.85519  -1.29462
C  -1.82391  -1.77231  -1.87632
C  0.68160  -0.00327  -1.16789
C  -0.39491  0.83351  -0.85037
C  -0.67198  1.40218  0.42436
C  -1.82146  2.32183  0.53282
C  -2.03945  3.12235  1.67584
C  -3.03444  4.09696  1.67482
C  -3.79988  4.33330  0.52126
C  -3.67030  3.46528  -0.56721
C  -2.72400  2.44320  -0.54238
C  3.34503  0.61213  -3.14154
C  4.54296  1.33557  -3.16210
H  6.64826  1.32189  -2.66120
H  6.55944  -0.93255  -1.58745
H  4.40596  -2.20814  -1.56400
H  1.89918  -2.00960  -3.48413
H  2.08752  -2.21135  -1.72549
H  -0.12127  0.28629  -3.98795
H  0.09781  -1.46861  -4.10299
H  -2.49488  0.34100  -4.46539
H  -4.79814  0.12557  -3.49407
H  -5.17636  -1.34327  -1.51140
H  -3.22074  -2.45142  -0.39002
H  -0.99138  -2.36236  -1.48377
H  1.48965  -0.10334  -0.43399
H  -1.08576  1.04285  -1.68969
H  0.27135  1.68707  1.00336
H  -1.41300  2.99779  2.56372
H  -3.17239  4.71825  2.55895
H  -4.50584  5.16453  0.48672
H  -4.27080  3.60103  -1.46787
H  -2.67599  1.77519  -1.40089
H  2.43761  1.03751  -3.58129
H  4.56175  2.33401  -3.59930